[1]
{
  "formula": "C39H50N6O7PPdS",
  "method": "the ωB97M-V functional and the def2-TZVPD basis",
  "species": ["N", "C", "H", "H", "H", "C", "H", "C", "H", "H", "H", "H", "C", "H", "C", "H", "C", "H", "C", "C", "H", "N", "O", "H", "H", "H", "C", "C", "C", "C", "C", "C", "H", "N", "C", "H", "H", "N", "H", "H", "H", "C", "C", "C", "H", "H", "C", "C", "H", "C", "C", "H", "H", "H", "C", "H", "H", "H", "C", "C", "H", "H", "C", "H", "O", "Pd", "H", "C", "H", "C", "C", "C", "H", "O", "H", "C", "O", "N", "O", "H", "H", "C", "C", "H", "S", "C", "H", "H", "H", "H", "H", "P", "C", "N", "C", "H", "C", "H", "O", "C", "O", "H", "H", "C", "H"],
  "coordinates": [[1.5790, -1.5272, -2.4453], [1.3372, -5.6496, -1.0798], [0.1734, 1.9425, 5.7126], [0.1380, -7.3440, -1.6082], [3.5081, -5.5311, 1.5087], [1.5663, 4.1274, 1.1946], [-1.6104, 0.5913, -2.2701], [5.4440, -0.5357, 1.6009], [-3.0174, 1.4799, -0.6243], [0.9770, -5.0077, -1.8712], [2.7679, 3.3879, -1.0460], [0.6322, 5.2130, -2.2006], [-0.9091, 1.4262, -2.1334], [0.4748, 6.1770, -0.0980], [-3.3529, -1.4208, 0.4989], [0.7020, -0.1914, 4.5300], [-4.3851, -3.1130, -1.4446], [1.2975, 2.9611, -1.9145], [-2.3186, 2.3141, -0.4499], [-0.3817, 3.0452, 3.9311], [-2.9205, 3.9115, -3.4573], [-0.9780, 1.8920, -0.7698], [3.6986, -0.8704, -0.0888], [-3.5834, 0.0934, 1.9944], [-2.3699, -1.1522, 2.3645], [-0.5475, 3.3592, -3.0555], [1.7056, 3.6417, -1.1671], [2.3119, -7.2364, 0.9749], [1.5536, 5.0991, -1.6251], [1.3206, -2.0078, -3.6497], [-2.7203, 3.4959, -1.3390], [0.1143, 0.5798, 4.0312], [0.0969, 1.0511, -2.3118], [1.5147, 0.7944, -0.2113], [-2.5052, -2.2297, -0.2576], [-3.3945, 2.2831, -2.9801], [0.2559, -0.3639, 2.0942], [2.1587, -0.3473, -2.6250], [1.6082, 0.7067, 2.5149], [-7.1804, -3.0895, -0.2834], [-1.2214, 3.4371, 1.9828], [2.7721, -5.9422, 0.8337], [1.3722, -7.7472, 0.0905], [2.2961, -5.1374, -0.2043], [1.4802, 2.1258, 4.5559], [-1.9119, 2.0298, 2.8173], [-5.2453, -2.3051, -0.7151], [-0.9748, 2.5647, 2.5916], [-2.0060, 0.0889, 1.1752], [3.3047, -1.4192, 2.1840], [-2.8012, -0.5382, 1.5739], [-6.9441, -2.6390, -1.9751], [-1.2350, 2.1469, -4.1397], [-3.7250, 3.8399, -1.0808], [-6.7273, -2.3511, -0.9482], [-1.4652, -4.5432, -1.4237], [-1.4209, -3.2627, -2.6355], [-0.9420, 0.3294, 4.1417], [-1.2675, 2.5411, -3.1216], [-1.0176, -2.0406, -0.1611], [0.2687, 3.9073, 3.7796], [-2.0225, 4.3176, -1.1656], [0.8810, -6.9444, -0.9297], [3.3031, 5.1791, 0.4268], [-0.6023, -0.9596, -0.6392], [1.4714, -1.4951, -0.0554], [-4.7887, -3.7675, -2.2049], [-2.6616, 3.0739, -2.8032], [-2.3923, 2.5984, 0.5944], [4.1179, -0.9365, 1.0851], [-3.0147, -3.0839, -1.2316], [1.7363, -1.1037, -4.6316], [1.0263, -8.7674, 0.1976], [6.4136, -0.9772, 3.7914], [1.9296, 7.0075, -0.6618], [2.2843, 5.4025, 0.7449], [-0.2691, -2.9051, 0.3315], [-0.0899, 1.7147, 1.8282], [3.5585, -1.2222, 4.5801], [2.3893, 5.3575, -2.2797], [-5.3779, -0.8321, 0.8307], [0.5171, 0.5989, 2.5650], [0.4084, 1.9410, 4.6475], [-1.2216, 3.3829, 4.5444], [3.0053, -3.5700, -0.4736], [4.0224, -1.2084, 3.4496], [2.3385, 6.0939, 1.5885], [2.7044, 0.8668, -4.2671], [2.6776, -7.8602, 1.7797], [-2.6500, -4.5484, -2.7441], [-7.1861, -1.3831, -0.7477], [0.4124, 1.7894, 0.2133], [-2.0845, -3.9142, -2.0626], [0.9740, 3.4309, 0.0642], [2.2677, -0.0478, -3.9235], [2.3126, 0.2329, -1.7830], [1.5119, 6.0313, -0.4087], [0.7483, 4.4184, 1.8559], [2.1631, -1.9173, 2.0352], [5.4440, -0.9066, 3.0598], [6.3417, 0.0253, 0.9940], [0.8557, -2.9653, -3.7874], [1.6528, -1.2063, -5.6951], [-4.7168, -1.4697, 0.2575], [2.2556, 3.4911, 1.7660]],
  "homo_ha": [-0.1845, -0.1875],
  "total_charge": -1,
  "s2": 6.05,
  "relative_energy_kcal_mol": 32.46,
  "homo_lumo_gap_ev": [7.20, 5.38],
  "spin_multiplicity": 5
}

=====

[2]
{
  "formula": "C35H31BrCdN7O4",
  "method": "the ωB97M-V functional and the def2-TZVPD basis",
  "species": ["C", "C", "C", "H", "H", "N", "C", "H", "H", "H", "H", "H", "C", "C", "H", "N", "O", "C", "H", "C", "H", "H", "C", "C", "C", "C", "H", "C", "C", "H", "H", "H", "H", "O", "H", "Cd", "H", "H", "C", "N", "H", "H", "C", "N", "H", "H", "C", "C", "N", "C", "H", "C", "H", "N", "C", "C", "C", "Br", "C", "C", "O", "C", "H", "C", "O", "H", "N", "H", "H", "C", "C", "C", "H", "C", "C", "H", "C", "C", "C"],
  "coordinates": [[-3.3682, -3.3099, -2.2834], [-1.7683, 1.1661, 1.0750], [1.6137, -3.9168, 0.7531], [-4.7293, -0.8445, 3.9532], [0.4968, -2.1263, -7.2032], [0.3908, -0.6372, -3.6583], [1.3667, -0.3229, -4.5028], [-2.6088, -0.8255, -0.1371], [-4.0193, -4.1633, -2.4216], [-2.3828, 1.6361, -2.3542], [4.8136, 5.5458, 4.9748], [1.6481, -0.4154, 2.2844], [0.5227, -3.2191, 2.7695], [-3.3079, 0.0677, 2.6670], [1.7620, -6.3510, 3.0951], [2.1500, 0.2270, 0.4433], [0.1297, 4.4125, -1.0962], [5.7679, 5.0156, 3.1241], [-0.3732, -1.2454, 1.1860], [-4.1868, 1.0326, 0.6137], [-1.5521, 3.8318, -2.6448], [-2.3467, -3.5997, -4.1315], [0.9215, -2.9456, 1.4628], [2.8562, 1.2216, 0.8398], [1.5353, -5.3963, 2.6361], [-0.5624, -1.5052, -4.0416], [2.9632, 1.4379, 1.9017], [3.5931, 2.0646, -0.0712], [5.6217, 4.3975, 1.8941], [6.7233, 5.4469, 3.3972], [2.3337, 3.6335, 2.0639], [2.4522, -5.8892, 0.7525], [-0.9153, 1.0158, 1.7278], [0.5533, 2.2144, -0.9662], [-1.6049, 1.7534, 0.1817], [0.2760, 0.1690, -1.4928], [-4.0299, 1.5348, -0.3366], [-1.5218, 1.6148, -3.7614], [-5.4444, 0.6532, 0.9822], [-0.9379, 3.0440, -2.5157], [-0.5535, -1.6393, 2.9659], [6.4644, 4.3338, 1.2155], [1.4656, -0.8368, -5.7826], [-1.7119, -1.1222, -1.9583], [4.9234, 3.5769, -0.5756], [-6.2870, 0.8570, 0.3305], [0.6044, -1.6130, 0.7843], [-5.6842, -0.0233, 2.2003], [-1.4635, 1.7686, -2.7637], [-1.6075, -1.8742, -3.0610], [1.8915, -3.6828, -0.2661], [0.4761, -1.7131, -6.2032], [-1.3284, -2.7079, -5.6513], [1.6203, -0.6203, 1.2914], [-3.4432, -2.5424, -1.1328], [-4.5698, -0.3084, 3.0245], [-0.0295, 3.2457, -1.4366], [3.7300, 1.4237, -1.8696], [0.8402, -4.4405, 3.3552], [4.6951, 5.0854, 4.0020], [0.6154, -1.6750, -0.5492], [-2.4366, -2.9798, -3.2512], [-4.1360, -2.7791, -0.3381], [-6.9848, -0.4278, 2.5640], [-0.1786, -2.3251, 3.5340], [0.5300, -4.6163, 4.3777], [-8.0529, -0.7666, 2.8586], [2.6121, 4.6478, 4.2804], [2.1062, 0.3815, -4.1416], [3.4651, 4.5715, 3.6180], [4.3128, 3.1577, 0.2143], [4.4004, 3.8323, 1.5123], [2.2816, -0.5459, -6.4278], [1.9187, -5.1413, 1.3261], [-0.5415, -2.0419, -5.3314], [-2.4718, -0.1671, 3.3192], [-3.0331, 0.7802, 1.4433], [-2.5852, -1.4587, -1.0194], [3.3138, 3.9633, 2.3819]],
  "homo_ha": -0.1118,
  "total_charge": -1,
  "relative_energy_kcal_mol": 29.58,
  "homo_lumo_gap_ev": 4.34
}